C33H32N5O4PPdS as an isolated structure, computed with ωB97M-V/def2-TZVPD.

Structure (XYZ):
```
77
Properties=species:S:1:pos:R:3
Pd -0.20 0.80 -0.19
O -1.23 0.77 2.67
C -0.15 0.95 2.23
C 1.16 0.95 2.91
C 1.24 1.16 4.28
C 2.48 1.21 4.89
C 3.63 1.04 4.13
C 3.56 0.82 2.76
C 2.32 0.78 2.13
P 2.14 0.52 0.35
C 3.74 0.90 -0.38
C 4.55 -0.08 -0.95
C 5.77 0.27 -1.50
C 6.20 1.59 -1.47
C 5.39 2.57 -0.90
C 4.17 2.23 -0.36
C 1.80 -1.23 0.09
C 1.78 -2.17 1.12
C 1.51 -3.49 0.85
C 1.25 -3.90 -0.46
C 1.26 -2.97 -1.49
C 1.53 -1.64 -1.23
H 0.33 1.29 4.85
H 2.55 1.37 5.96
H 4.60 1.07 4.61
H 4.46 0.69 2.19
H 4.23 -1.12 -0.96
H 6.40 -0.50 -1.93
H 7.15 1.85 -1.89
H 5.73 3.60 -0.88
H 3.54 3.00 0.08
H 1.99 -1.86 2.14
H 1.51 -4.22 1.65
H 1.03 -4.94 -0.67
H 1.05 -3.29 -2.51
H 1.55 -0.92 -2.04
N -6.21 -2.80 4.13
C -5.45 -2.48 3.10
C -6.04 -2.28 1.81
C -5.25 -1.97 0.75
C -3.85 -1.85 0.94
C -3.26 -2.02 2.20
C -4.04 -2.33 3.27
S -2.81 -1.61 -0.50
O -1.74 -2.55 -0.32
O -3.70 -1.72 -1.62
N -2.17 -0.15 -0.40
C -2.90 0.97 -0.15
N -4.19 0.97 0.14
C -4.73 2.16 0.43
C -3.99 3.33 0.46
C -2.64 3.23 0.17
N -2.11 2.06 -0.16
H -7.21 -2.93 4.03
H -5.82 -2.96 5.05
H -7.11 -2.39 1.70
H -5.65 -1.82 -0.24
H -2.18 -1.93 2.30
H -3.61 -2.48 4.26
H -5.79 2.16 0.65
H -4.44 4.28 0.70
H -1.98 4.09 0.17
C 0.94 0.68 -5.53
N 0.20 0.84 -4.28
C -1.17 0.32 -4.22
C 0.70 1.47 -3.22
C 2.09 2.02 -3.31
O 0.00 1.63 -2.20
H 0.48 -0.12 -6.10
H 1.97 0.42 -5.34
H 0.90 1.59 -6.12
H -1.59 0.34 -5.23
H -1.77 0.94 -3.56
H -1.18 -0.71 -3.85
H 2.17 2.72 -4.14
H 2.84 1.24 -3.46
H 2.32 2.55 -2.38
```

Calculated values
frontier orbital gap (alpha / beta): 0.25779 / 0.19411 Eh
DFT total energy: -73968.2331 eV
multiplicity: 5
net charge: +2
HOMO (alpha / beta): -12.24 / -13.52 eV

C33H32N5P2STi as an isolated structure in a non-equilibrium geometry, computed with ωB97M-V/def2-TZVPD.

Structure (XYZ):
```
74
Properties=species:S:1:pos:R:3
Ti -1.18 0.67 0.43
C -5.24 1.70 0.85
C -3.92 1.28 0.31
N -3.20 0.38 0.91
N -3.75 -0.20 2.00
C -2.86 -0.35 2.97
N -3.21 -0.74 4.17
S -1.19 0.15 2.67
C -3.23 1.88 -0.79
C -3.33 3.34 -0.87
C -2.22 4.08 -0.95
C -0.92 3.43 -1.31
C -1.42 1.26 -2.27
N -2.33 1.06 -1.38
H -6.03 1.05 0.53
H -5.43 2.71 0.51
H -5.27 1.83 1.94
H -4.16 -0.92 4.46
H -2.53 -0.54 4.87
H -4.28 3.76 -0.63
H -2.25 5.17 -0.91
H -0.27 4.32 -1.39
H -0.96 0.45 -2.78
C 3.02 -1.29 0.34
N 1.65 -0.74 0.33
P 1.25 0.79 0.87
C 0.97 2.02 -0.43
C -0.34 2.67 -0.16
C -0.93 2.62 -2.61
C 0.24 2.52 -3.45
C 1.41 2.10 -2.94
C 1.60 1.69 -1.56
C 2.41 1.25 2.16
C 2.71 0.39 3.19
C 3.84 0.56 4.00
C 4.63 1.68 3.78
C 4.27 2.65 2.84
C 3.19 2.43 2.00
P 0.27 -1.42 -0.25
C 0.14 -3.07 0.42
C 0.40 -4.25 -0.31
C 0.46 -5.47 0.37
C 0.23 -5.57 1.71
C -0.08 -4.44 2.42
C -0.10 -3.22 1.79
C 0.36 -1.73 -1.99
C 1.44 -1.35 -2.74
C 1.47 -1.60 -4.12
C 0.38 -2.16 -4.78
C -0.77 -2.47 -3.95
C -0.73 -2.34 -2.63
H 3.46 -1.09 -0.62
H 3.02 -2.34 0.54
H 3.64 -0.73 1.10
H -0.22 3.28 0.75
H -1.80 3.09 -3.11
H 0.26 2.80 -4.52
H 2.24 2.00 -3.64
H 2.55 1.17 -1.44
H 2.08 -0.52 3.38
H 4.04 -0.19 4.74
H 5.50 1.78 4.38
H 4.91 3.50 2.63
H 3.00 3.17 1.16
H 0.60 -4.12 -1.43
H 0.80 -6.31 -0.24
H 0.47 -6.48 2.24
H -0.23 -4.51 3.44
H -0.30 -2.36 2.35
H 2.25 -0.83 -2.29
H 2.36 -1.40 -4.71
H 0.41 -2.46 -5.83
H -1.61 -2.81 -4.52
H -1.60 -2.63 -2.01
```

Calculated values
relative energy (zero: lowest compared OMol25 entry of this formula, charge and spin): 376.9 kJ/mol
frontier orbital gap (alpha / beta): 0.24572 / 0.21746 Eh
DFT total energy: -94702.4595 eV
multiplicity: 2
net charge: +2
HOMO (alpha / beta): -13.21 / -13.78 eV

C33H33BrFMoNO8PTe as an isolated structure, computed with ωB97M-V/def2-TZVPD.

Structure (XYZ):
```
80
Properties=species:S:1:pos:R:3
Mo 0.29 2.40 -0.50
C -3.34 -3.21 3.02
C -2.11 -3.75 2.30
C -1.24 -4.54 3.27
C 0.02 -5.04 2.58
C 0.78 -3.87 2.04
C 2.15 -3.88 1.95
C 2.83 -2.78 1.43
F 4.18 -2.85 1.37
C 2.18 -1.67 0.99
C 0.78 -1.64 1.08
C 0.08 -0.46 0.60
O 0.76 0.52 0.21
C -1.33 -0.50 0.63
C -1.95 -1.59 1.17
N -1.31 -2.66 1.69
C 0.08 -2.73 1.61
C -2.23 0.60 0.12
O -3.44 0.43 0.16
O -1.65 1.65 -0.33
H -3.77 -4.01 3.62
H -4.12 -2.86 2.34
H -3.07 -2.39 3.68
H -2.42 -4.42 1.49
H -1.83 -5.37 3.66
H -0.98 -3.90 4.12
H -0.26 -5.72 1.77
H 0.64 -5.61 3.27
H 2.72 -4.74 2.28
H 2.71 -0.80 0.60
H -3.02 -1.59 1.19
O -1.24 6.13 -0.71
C -1.37 4.93 -0.71
O -0.48 4.06 -1.13
H -2.31 4.44 -0.40
C -1.35 -0.62 -6.96
C -2.38 -0.08 -6.20
C -2.11 0.44 -4.94
C -0.81 0.44 -4.41
C 0.20 -0.12 -5.19
C -0.07 -0.65 -6.44
C -0.64 1.01 -3.06
C 0.44 1.61 -2.50
C 1.68 1.78 -3.29
C 2.80 0.98 -3.07
C 3.94 1.12 -3.84
C 4.00 2.09 -4.84
C 2.90 2.91 -5.05
C 1.75 2.76 -4.29
H -1.56 -1.03 -7.94
H -3.39 -0.06 -6.58
H -2.91 0.86 -4.35
H 1.21 -0.16 -4.81
H 0.74 -1.08 -7.02
H -1.55 0.98 -2.48
H 2.76 0.23 -2.28
H 4.80 0.48 -3.66
H 4.89 2.21 -5.43
H 2.94 3.68 -5.81
H 0.89 3.40 -4.45
C 2.03 -0.12 4.45
C 2.30 1.29 3.94
O 1.38 1.59 2.89
P 0.51 2.96 2.90
O -0.18 2.91 1.55
Te 1.71 4.81 3.62
O -0.63 2.62 4.00
C -1.62 1.63 3.69
C -2.88 2.27 3.13
H 2.71 -0.36 5.27
H 2.17 -0.85 3.65
H 1.00 -0.19 4.81
H 3.31 1.38 3.54
H 2.20 2.01 4.75
H -1.83 1.11 4.62
H -1.21 0.91 2.98
H -3.22 3.06 3.80
H -3.66 1.52 3.02
H -2.68 2.71 2.15
Br 2.69 2.98 -0.30
```

Calculated values
relative energy (zero: lowest compared OMol25 entry of this formula, charge and spin): 10.3 kJ/mol
frontier orbital gap (alpha / beta): 0.21164 / 0.20743 Eh
DFT total energy: -143832.8395 eV
multiplicity: 3
net charge: -1
HOMO (alpha / beta): -4.38 / -4.41 eV